This record from OMol25 describes C37H91AlN3O8 as an isolated structure. The level of theory is ωB97M-V/def2-TZVPD.

Multiplicity: 1
Total charge: -1
LUMO energy: 1.862 eV

The geometry in XYZ format:
```
140
C37H91AlN3O8, DFT ωB97M-V/def2-TZVPD
Al -1.024 2.208 1.028
O -7.481 -1.614 -14.766
O 4.891 -0.081 9.663
O -0.035 1.052 -0.056
O 8.571 -4.463 9.682
O -2.378 -0.606 -10.937
O -0.624 2.364 -8.353
O -2.778 1.078 -3.573
O -0.497 2.237 11.781
N 2.061 -1.191 6.331
N -0.442 -1.313 0.185
N -2.423 1.282 1.856
C 1.136 -0.092 5.954
C -9.378 -1.902 -16.312
C -3.250 1.450 -9.888
C -0.751 1.775 13.091
C -0.381 -0.146 0.097
C -8.383 0.398 -13.667
C -3.642 -1.193 -11.180
C 9.046 -5.269 8.620
C -2.691 1.228 -4.972
C 1.220 2.320 3.037
C 4.690 -0.568 10.973
C 9.755 -6.536 9.069
C -5.494 -0.719 0.661
C -2.930 -0.051 -5.758
C 0.124 3.169 2.349
C -3.465 0.810 0.942
C 0.432 0.120 10.923
C 5.968 -0.654 8.941
C -0.408 0.475 -3.236
C 1.838 0.984 5.139
C 0.584 1.621 11.102
C 0.410 1.965 14.055
C -2.344 0.811 -10.923
C -0.427 3.755 -8.503
C 1.237 2.005 -6.778
C 5.859 -2.157 8.762
C 9.547 -3.970 10.579
C -7.500 -0.199 -14.749
C 0.519 4.129 -9.633
C -4.262 -0.814 -12.514
C 0.868 1.979 4.481
C -8.725 -2.251 -14.985
C -1.870 0.149 -2.995
C 0.531 1.595 -8.058
C 5.869 -0.355 11.909
C -4.237 -0.393 1.489
C 10.602 -3.092 9.929
H 0.565 4.041 1.857
H 3.825 -0.017 11.345
H -4.193 1.597 0.701
H 6.134 0.702 11.954
H 2.529 1.512 5.804
H -1.066 0.725 13.079
H -6.464 0.092 -14.571
H -4.516 -0.161 2.519
H -1.607 2.358 13.431
H -0.163 0.443 -4.301
H -3.572 -1.256 1.515
H 2.414 -0.994 7.261
H 1.532 1.850 11.604
H 8.154 -5.530 8.050
H 10.019 -4.793 11.129
H -3.459 1.962 -5.224
H -1.665 3.325 0.027
H 6.680 -2.525 8.148
H 2.172 2.866 3.048
H 0.703 0.369 6.850
H 9.103 -7.130 9.711
H -9.414 -2.049 -14.156
H 0.114 1.650 15.057
H 6.926 -0.391 9.406
H 0.172 3.708 -10.578
H -2.103 -0.867 -3.335
H 0.303 -0.507 5.386
H -0.172 1.469 -2.857
H 0.418 -0.410 11.877
H 0.707 3.013 14.093
H 1.515 -2.039 6.426
H 9.691 -4.688 7.951
H 6.750 -0.913 11.588
H -2.914 0.162 -6.828
H -0.538 3.569 3.126
H -1.728 1.669 -5.259
H 4.917 -2.411 8.273
H -4.335 -0.967 -10.361
H 10.670 -6.321 9.622
H 0.863 2.915 5.047
H -1.420 4.157 -8.709
H 11.211 -3.643 9.211
H 0.618 2.106 10.128
H 11.272 -2.693 10.692
H 2.069 1.330 -6.577
H 1.270 -0.268 10.342
H 0.225 -0.249 -2.723
H -5.591 -0.053 -0.198
H 5.610 -0.694 12.913
H -6.402 -0.601 1.257
H -0.492 -0.112 10.393
H 0.548 1.964 -5.934
H -8.291 1.485 -13.672
H -8.499 -3.317 -14.956
H -8.706 -2.129 -17.140
H 0.566 5.214 -9.733
H -3.008 1.084 -8.892
H 1.420 1.394 2.489
H -10.292 -2.484 -16.437
H 5.903 -2.689 9.713
H 1.533 3.769 -9.454
H -5.493 -1.749 0.300
H 10.027 -7.135 8.200
H -3.022 0.509 -0.012
H -2.066 0.172 -1.926
H 10.135 -2.257 9.406
H -8.086 0.029 -12.685
H -2.564 1.209 -11.922
H -9.437 0.156 -13.814
H -0.094 4.204 -7.560
H -3.461 -2.268 -11.152
H 5.943 -0.165 7.967
H -3.900 -0.481 -5.502
H -3.110 2.530 -9.894
H 1.230 1.611 -8.904
H -1.309 1.064 -10.698
H 8.983 -3.386 11.307
H -2.849 1.983 2.457
H -3.589 -1.064 -13.336
H -2.165 -0.803 -5.559
H -7.777 0.197 -15.733
H -4.483 0.254 -12.571
H 1.282 1.376 13.768
H 4.405 -1.627 10.953
H 2.454 0.491 4.383
H 0.166 0.572 -7.969
H 1.639 3.018 -6.836
H -0.151 1.584 4.528
H -5.199 -1.354 -12.658
H -9.649 -0.847 -16.373
H -4.306 1.248 -10.083
```